# 1
Computed, not measured: 2 unconnected molecules or ions with the total composition C19H36N3O3S2 in a non-equilibrium geometry, with the ωB97M-V functional and the def2-TZVPD basis.

Structure (XYZ):
```
63
Properties=species:S:1:pos:R:3:forces:R:3
C 4.1214 1.4746 1.8116 -0.21 0.21 -1.27
C 2.5175 1.7762 1.6516 -0.40 -0.41 -0.61
C 1.6203 1.5037 2.9965 0.07 1.06 -0.29
C -0.0043 1.6947 2.6455 1.93 0.87 1.71
C -0.8162 1.6364 4.0855 0.07 0.39 0.03
N -0.4796 0.5736 1.6899 -2.41 1.30 -1.75
N 0.2677 -0.5633 1.7431 -3.52 -2.02 -3.71
C -0.1238 -1.6894 0.8530 -1.61 0.79 -0.84
C 0.7605 -3.0987 0.9538 -0.48 0.29 0.19
C 2.3410 -2.8896 0.4960 -0.31 -0.32 0.65
C 3.2569 -3.0312 1.8495 -0.02 0.49 -0.93
O 3.0550 -1.7862 2.6340 2.43 -0.86 -0.46
C -1.3856 -1.6509 -0.2453 0.64 3.86 2.92
N -1.6928 -2.8249 -1.1356 -2.32 1.35 0.80
C -1.2954 -2.6178 -2.5757 1.65 0.28 -1.05
C -3.0873 -3.3722 -0.9650 -3.67 0.69 4.40
C -3.7531 -4.2243 -2.2386 1.81 0.70 0.17
O -3.8122 -3.1692 0.1656 4.98 -1.05 -6.92
C -2.2304 -0.2071 -0.2327 2.85 -1.71 1.54
C -3.4985 0.0555 -1.2349 -0.26 0.56 0.27
C -3.2459 1.3183 -2.3026 -0.07 0.70 1.63
C -1.6881 0.9342 0.8650 1.24 -4.19 -2.44
S -2.6678 2.5312 0.9243 1.20 -0.99 0.10
H 4.4264 1.2241 2.9130 -0.45 0.61 -2.17
H 4.3947 0.5784 1.0719 -0.49 1.80 1.92
H 4.6938 2.4153 1.3600 -1.00 -2.06 1.39
H 2.3248 2.8864 1.2764 0.43 -2.42 0.96
H 2.1338 1.0834 0.7582 0.66 1.51 2.01
H 1.8530 0.5064 3.5610 -0.55 1.74 -1.37
H 1.8817 2.3882 3.7527 -0.75 -1.85 -1.57
H -0.0591 2.7657 2.1249 -0.29 -2.72 0.83
H -1.5545 2.5586 4.2184 1.42 -2.17 -0.52
H -0.0003 1.7682 4.9372 -1.84 -0.57 -1.81
H -1.3914 0.6038 4.1888 1.26 2.30 -0.09
H 0.2277 -3.9512 0.3115 1.03 2.24 1.32
H 0.7402 -3.4824 2.0807 -0.07 1.10 -2.40
H 2.6438 -3.7062 -0.3047 -0.67 1.68 1.72
H 2.4827 -1.8191 0.0400 -0.14 -2.08 0.91
H 2.8913 -3.9201 2.5221 0.91 1.48 -1.52
H 4.3852 -3.1247 1.5060 -2.31 -0.03 0.93
H 3.9852 -1.4703 2.8764 -2.08 -0.59 -0.43
H -0.2601 -2.0273 -2.5894 -2.34 -1.22 0.11
H -2.0900 -1.9778 -3.1483 1.55 -1.32 0.89
H -1.0493 -3.6547 -3.1166 -0.89 2.35 1.29
H -2.8890 -4.9552 -2.6183 -2.16 1.41 0.79
H -4.7343 -4.7887 -1.9345 2.16 1.36 -0.42
H -3.9194 -3.4330 -3.1067 0.12 -1.76 1.82
H -4.4398 0.2901 -0.5402 2.18 -0.47 -1.48
H -3.8111 -0.8517 -1.9025 0.98 1.30 1.74
H -4.1774 2.0406 -2.1472 2.01 -1.59 -0.79
H -2.3088 1.9481 -1.9130 -1.99 -1.50 -1.27
H -3.1177 0.9544 -3.4096 -0.26 0.77 2.30
H -2.0782 3.4062 -0.0025 0.08 -1.32 0.74
C 0.8759 4.6748 -2.8869 0.02 0.08 0.04
S 0.3004 3.1991 -2.0127 0.43 0.17 0.03
O 0.8860 3.2363 -0.6318 -0.32 -0.05 -0.45
C 1.2680 2.0165 -2.9811 0.05 -0.08 0.02
H 0.4226 5.5533 -2.4210 0.01 -0.20 0.00
H 1.9639 4.7502 -2.8186 -0.11 -0.11 0.07
H 0.5681 4.6229 -3.9339 -0.03 -0.05 0.11
H 2.3321 2.2540 -2.9069 -0.13 0.06 0.07
H 0.9476 2.0501 -4.0252 -0.03 0.04 0.11
H 1.0925 1.0143 -2.5820 -0.05 0.17 0.03
```
Positions in Å, forces in eV/Å.

Output
HOMO level = -11.8 eV
Orbital gap = 7.49 eV
Relative energy (zero: lowest compared OMol25 entry of this formula, charge and spin) = 825.89 kJ/mol
Total charge = +1
2S+1 = 1

***

# 2
Computed, not measured: 2 unconnected molecules or ions with the total composition C3H5IN2S in a non-equilibrium geometry, with the ωB97M-V functional and the def2-TZVPD basis.

Structure (XYZ):
```
12
Properties=species:S:1:pos:R:3:forces:R:3
S 0.0533 1.8950 1.6893 0.17 0.63 -0.16
C -0.8615 0.4195 1.6904 -1.49 0.61 -0.70
N -2.0108 0.1120 1.2527 1.15 -1.48 1.17
I -3.4228 1.3196 0.6187 -0.40 1.09 -0.45
H 1.1165 1.0763 1.5924 0.34 0.62 0.14
H -0.2218 -0.3185 2.1028 -0.06 -1.25 0.19
C 0.7871 -0.8046 -1.9370 -1.27 2.70 -2.66
C 1.2368 -0.8726 -0.6149 -0.63 -1.29 0.26
N 1.3557 -0.8181 0.5111 1.06 -0.11 1.73
H 0.9318 -1.5697 -2.7009 0.41 -0.32 0.74
H 1.3810 0.1178 -2.2639 -1.17 -0.98 -0.35
H -0.3453 -0.5566 -1.9408 1.89 -0.22 0.10
```
Positions in Å, forces in eV/Å.

Output
HOMO level = -8.8 eV
Orbital gap = 9.17 eV
Relative energy (zero: lowest compared OMol25 entry of this formula, charge and spin) = 50.95 kJ/mol
SMILES = S/C=N\I.CC#N
Total charge = 0
2S+1 = 1

***

# 3
Computed, not measured: 2 unconnected molecules or ions with the total composition C9H15NOP in a non-equilibrium geometry, with the ωB97M-V functional and the def2-TZVPD basis.

Structure (XYZ):
```
27
Properties=species:S:1:pos:R:3:forces:R:3
C 3.1239 -0.6088 0.0358 0.47 -0.38 -0.27
C 2.5221 -0.0730 1.1991 0.58 0.46 1.75
C 2.4774 -0.4808 -1.1223 -0.56 0.71 1.18
C 1.2964 0.4496 1.1655 -0.01 0.89 3.05
C 1.3232 0.4403 -1.2456 0.07 1.02 -2.93
C 0.6724 0.8239 0.0002 -4.09 3.34 -2.32
C -0.6495 -2.2274 -0.0172 -0.53 2.74 0.21
C -0.5155 1.6683 -0.0675 2.59 -2.57 1.43
C -1.9183 -0.1936 0.6905 -1.43 -0.31 -0.89
N -1.8393 -1.2986 -0.0289 0.54 -0.15 -1.51
O -1.1869 1.9827 -1.2166 -0.30 1.61 1.09
P -3.6292 0.5572 0.8030 -0.24 -0.62 -1.52
H 4.0301 -1.1702 0.1572 0.22 -0.32 -0.23
H 2.9946 -0.0156 2.2026 0.00 -0.69 -0.97
H 2.7253 -1.0402 -1.9520 0.86 -0.84 -1.79
H 0.9197 0.7185 2.1538 -0.36 0.28 -0.32
H 1.6745 1.3856 -1.9084 -0.71 -1.72 1.59
H 0.2076 -1.6599 0.2976 0.48 0.67 -0.11
H -0.7502 -2.8703 0.8099 -0.48 -1.80 0.21
H -0.4612 -2.5035 -1.0350 -0.12 -1.09 -0.13
H -0.7948 2.0851 0.9115 -0.25 0.26 -0.75
H -1.1944 -0.0132 1.4541 0.07 -0.52 0.61
H 0.5280 0.0441 -1.9078 0.42 -0.13 -0.08
H -2.4439 -1.4564 -0.8897 0.64 0.57 1.87
H -1.7815 2.7654 -0.9906 1.09 -1.46 -0.70
H -3.8780 0.7994 -0.6640 0.48 -0.26 1.59
H -3.4523 1.8913 1.1649 0.59 0.29 -0.05
```
Positions in Å, forces in eV/Å.

Output
HOMO level (spin up / spin down) = -10.8 / -10.8 eV
Orbital gap (spin up / spin down) = 6.44 / 6.44 eV
Relative energy (zero: lowest compared OMol25 entry of this formula, charge and spin) = 325.18 kJ/mol
Total charge = +1
2S+1 = 1

***

# 4
Computed, not measured: 4 unconnected molecules or ions with the total composition C20H32ClFN6O9S in a non-equilibrium geometry, with the ωB97M-V functional and the def2-TZVPD basis.

Structure (XYZ):
```
70
Properties=species:S:1:pos:R:3:forces:R:3
C -1.8831 5.1248 5.4632 0.63 0.49 0.31
C -1.0317 4.0527 4.7610 -0.08 0.44 -0.50
C -1.8143 2.8308 4.2484 0.27 0.54 0.27
Cl -3.2183 3.4351 3.2433 0.30 -0.05 0.13
C -1.0286 1.8949 3.3379 -1.33 -0.85 0.55
C 0.2299 2.1814 2.9515 0.67 0.53 0.11
C 1.0025 1.3545 2.0831 -0.64 0.90 1.00
N 2.2766 1.7639 1.7981 -0.73 -1.58 -0.66
C 2.8706 0.9117 0.9919 1.63 0.38 -0.85
C 4.3077 1.2257 0.5834 -0.42 0.69 0.96
C 5.3602 0.5523 1.5008 0.37 0.13 -1.05
O 5.7587 -0.7095 0.9384 -0.48 0.16 0.81
C 2.2709 -0.2655 0.4403 -0.39 -0.05 0.34
N 1.0471 -0.6330 0.7263 0.50 0.53 0.06
C 0.3985 0.1954 1.5939 -0.27 -0.32 -0.21
C -0.9404 -0.1612 1.9929 -0.59 -0.67 -0.15
C -1.5080 -1.4514 1.3965 0.86 0.19 -0.44
C -0.7308 -2.7409 1.8442 -0.34 0.39 -0.59
C -0.2234 -3.5188 0.5970 -0.02 -0.45 0.52
C -0.1974 -5.0627 0.7714 0.38 0.14 -1.48
N 1.1956 -5.5888 0.5781 -0.67 -0.58 0.82
C -1.6315 0.6545 2.8546 0.86 0.07 0.18
S -3.2589 0.1166 3.3320 -0.97 0.13 -0.12
O -3.7610 0.7687 4.4846 0.58 -0.26 0.65
O -4.1118 0.0643 2.2004 0.16 -0.27 -0.47
F -3.0243 -1.4098 3.7583 0.28 0.84 -0.04
H -2.1911 4.8397 6.4811 -0.12 -0.15 -0.45
H -1.2282 6.0027 5.6046 -0.24 -0.26 -0.02
H -2.7399 5.4785 4.8818 0.14 -0.33 0.13
H -0.2129 3.7816 5.4488 -0.34 -0.36 -0.26
H -0.5414 4.5119 3.8859 -0.25 0.03 0.32
H -2.2499 2.3160 5.1125 -0.02 -0.04 -0.49
H 0.6998 3.0879 3.3306 0.03 -0.32 -0.25
H 4.5024 0.9893 -0.4693 0.04 -0.17 0.32
H 4.4257 2.3147 0.7094 -0.10 -0.32 -0.12
H 6.2446 1.2067 1.4942 -0.16 -0.36 0.09
H 5.0305 0.4346 2.5428 -0.09 0.14 -0.29
H 5.1936 -1.3581 1.3770 0.28 -0.20 -0.29
H 2.8541 -0.8985 -0.2338 -0.15 0.21 0.11
H -1.3226 -1.3497 0.3144 -0.17 -0.01 0.33
H -2.5889 -1.5281 1.5057 0.32 -0.06 0.08
H 0.1298 -2.4283 2.4511 -0.21 -0.25 -0.04
H -1.3689 -3.3754 2.4777 0.10 0.25 -0.20
H 0.8022 -3.1787 0.4023 -0.30 -0.25 -0.09
H -0.7999 -3.2926 -0.3168 0.06 0.09 0.63
H -0.7860 -5.4949 -0.0575 -0.15 0.18 0.48
H -0.6598 -5.4231 1.6996 0.31 0.27 -0.06
H 1.2055 -6.1630 -0.2611 0.09 0.23 0.03
H 1.3303 -6.2680 1.3254 0.38 0.13 -0.12
C -0.1525 0.0737 -2.7214 0.10 0.26 0.23
N -0.2415 -1.4081 -2.7736 0.04 0.19 0.12
O -1.1702 -1.9358 -2.1859 -0.07 -0.05 -0.22
O 0.6149 -1.9922 -3.3979 -0.08 -0.07 0.05
H -0.9815 0.4512 -2.1312 0.00 -0.11 0.02
H 0.7976 0.3322 -2.2608 0.03 -0.09 -0.08
H -0.2068 0.4372 -3.7409 0.29 -0.05 0.20
C -3.6176 -0.1908 -4.8789 -0.19 -0.11 0.02
N -2.4131 -0.0565 -5.7424 -0.19 -0.08 0.05
O -2.4633 -0.5210 -6.8598 0.13 0.08 0.01
O -1.4521 0.5155 -5.2606 -0.39 -0.01 -0.49
H -4.3852 -0.7164 -5.4356 0.08 0.00 -0.05
H -3.3247 -0.7524 -3.9944 0.05 0.10 0.03
H -3.9445 0.8117 -4.6168 0.10 -0.01 0.08
C 0.7807 0.6859 -7.8899 -0.26 0.06 0.01
N 1.8787 0.8043 -6.8931 -0.06 -0.02 0.00
O 1.5703 1.0166 -5.7383 0.14 0.03 0.02
O 3.0116 0.6790 -7.3077 -0.02 0.01 0.06
H -0.1657 0.8172 -7.3794 0.07 -0.04 0.07
H 0.9334 1.4613 -8.6357 0.12 -0.10 -0.04
H 0.8479 -0.3035 -8.3332 0.08 0.06 -0.05
```
Positions in Å, forces in eV/Å.

Output
HOMO level = -9.3 eV
Orbital gap = 8.47 eV
SMILES = CC[C@@H](Cl)c1cc2nc(CCO)cnc2c(CCCCN)c1S(=O)(=O)F.C[N+](=O)[O-].C[N+](=O)[O-].C[N+](=O)[O-]
Total charge = 0
2S+1 = 1

***

# 5
Computed, not measured: a molecular structure, C11H14N3O5SW, with the ωB97M-V functional and the def2-TZVPD basis.

Structure (XYZ):
```
35
Properties=species:S:1:pos:R:3:forces:R:3
W -0.2343 -0.1002 0.1906 0.49 -0.67 0.14
O -1.3122 1.7672 0.3691 0.11 0.31 0.06
C -2.7288 1.6277 -0.0700 0.08 0.10 0.00
C -3.2088 0.3253 0.5265 0.15 -0.24 -0.04
N -2.3224 -0.8581 0.1214 -0.20 0.03 0.09
C -2.6447 -1.3567 -1.2498 -0.17 0.06 0.19
C -1.8309 -0.6213 -2.2878 0.35 0.26 0.11
O -1.9238 -0.5532 -3.4376 -0.05 -0.01 -0.07
O -0.7240 0.0707 -1.5778 -0.43 -0.39 0.33
C -2.4402 -1.9267 1.1682 -0.23 0.22 -0.14
C -1.6164 -1.5415 2.3750 0.14 0.25 -0.01
O -1.5302 -1.9634 3.4420 -0.03 0.01 0.06
O -0.7058 -0.4037 1.9304 -0.26 -0.43 -0.64
H -1.0234 2.6953 0.4180 -0.13 -0.05 0.01
H -3.2922 2.4639 0.3407 -0.02 -0.01 0.02
H -2.7431 1.6815 -1.1578 -0.02 -0.03 -0.01
H -3.1632 0.3928 1.6125 -0.06 0.04 0.02
H -4.2349 0.0967 0.2351 -0.03 0.12 -0.03
H -2.4018 -2.4188 -1.3244 -0.01 -0.01 -0.06
H -3.7038 -1.2315 -1.4803 -0.01 -0.08 -0.03
H -3.4770 -2.0681 1.4828 -0.01 -0.07 -0.03
H -2.0604 -2.8743 0.7804 -0.02 -0.04 0.05
C 5.7208 0.1153 -0.5806 -0.23 0.06 0.05
C 4.2936 0.3380 -0.2818 0.34 -0.13 -0.01
C 3.7874 1.6269 0.0294 -0.19 0.11 0.03
C 2.4535 1.7909 0.2437 0.19 -0.21 -0.10
N 1.6464 0.6820 0.1848 -0.20 0.61 0.04
C 2.2159 -0.5122 -0.0958 0.45 -0.08 -0.13
S 1.0853 -1.9367 -0.0273 0.09 0.12 0.13
N 3.4682 -0.7397 -0.3396 -0.22 0.18 0.04
H 6.3544 0.8273 -0.0537 0.02 0.01 -0.03
H 5.8439 0.2968 -1.6591 0.09 -0.03 0.00
H 6.0122 -0.9121 -0.3764 0.00 -0.02 -0.03
H 4.4526 2.4784 0.0879 0.02 -0.02 -0.01
H 1.9879 2.7414 0.4617 0.01 0.02 0.01
```
Positions in Å, forces in eV/Å.

Output
HOMO level (spin up / spin down) = -20.8 / -20.8 eV
Orbital gap (spin up / spin down) = 6.08 / 6.08 eV
Relative energy (zero: lowest compared OMol25 entry of this formula, charge and spin) = 83.93 kJ/mol
Total charge = +3
2S+1 = 1

***

# 6
Computed, not measured: 2 unconnected molecules or ions with the total composition C6H11N3O in a non-equilibrium geometry, with the ωB97M-V functional and the def2-TZVPD basis.

Structure (XYZ):
```
21
Properties=species:S:1:pos:R:3:forces:R:3
C -0.3792 2.4318 -2.0224 -1.73 2.27 -0.47
C 0.5369 1.4322 -1.4542 0.95 0.57 1.41
C 0.7377 1.2731 -0.1055 -0.48 -1.20 -0.34
N 1.8231 0.3844 0.0627 -1.25 2.78 -1.33
C 2.3614 0.3127 -1.2190 -1.26 -1.16 1.27
N 1.5477 0.8121 -2.1101 1.32 0.16 -1.07
H -1.4399 2.2246 -2.0523 -0.46 -0.99 0.45
H -0.3078 2.8104 -3.0456 1.16 -0.58 -0.09
H -0.4110 3.3880 -1.4413 0.51 -0.77 -0.09
H 0.0373 1.6063 0.6424 0.49 -0.23 0.44
H 2.0287 0.0533 0.9935 0.52 -0.20 -0.35
H 3.2731 -0.2026 -1.4074 0.37 -0.34 -0.22
C -1.4233 -2.3823 2.3743 -0.90 -0.60 0.91
C -0.7551 -1.3586 1.5655 2.97 2.59 -2.25
N -0.9054 -1.4122 0.2113 -1.71 -1.81 -0.67
O 0.0507 -0.4779 1.9220 -1.25 -1.43 1.71
H -2.1921 -1.9420 3.0159 0.23 0.17 0.04
H -0.7118 -2.9031 3.0328 -0.18 0.23 -0.37
H -1.9586 -3.0865 1.7384 0.22 -0.17 0.05
H -0.3892 -0.8809 -0.4672 0.35 0.63 0.57
H -1.5232 -2.0826 -0.2339 0.14 0.09 0.42
```
Positions in Å, forces in eV/Å.

Output
HOMO level = -8.3 eV
Orbital gap = 9.02 eV
Relative energy (zero: lowest compared OMol25 entry of this formula, charge and spin) = 105.52 kJ/mol
SMILES = Cc1c[nH]cn1.CC(N)=O
Total charge = 0
2S+1 = 1